64
Properties=species:S:1:pos:R:3 method="wB97M-V/def2-TZVPD" lumo_ha="-0.09208 / -0.22688" de_lowest_kcal_mol=0.0 homo_energy_ha="-0.4541 / -0.4523" total_charge=+1 max_force_ha_per_bohr=0.0195 gap_ha="0.3621 / 0.2254" spin_multiplicity=2
Cu 0.97 -1.33 -0.74
Cl -1.66 -0.45 1.14
C -1.03 -1.72 2.19
Cl 0.24 -2.67 1.37
H -1.83 -2.41 2.45
H -0.58 -1.27 3.07
N -0.54 -1.88 -1.98
C -0.64 -0.94 -3.07
C -0.89 0.39 -2.78
C -0.92 1.32 -3.80
C -0.68 0.91 -5.11
C -0.43 -0.43 -5.40
C -0.41 -1.36 -4.37
S -0.74 2.08 -6.41
O 0.13 1.61 -7.47
O -0.42 3.37 -5.86
O -2.11 2.14 -6.96
H -1.37 -1.84 -1.40
H -0.47 -2.83 -2.33
H -1.04 0.71 -1.75
H -1.10 2.36 -3.59
H -0.23 -0.73 -6.42
H -0.21 -2.40 -4.59
C 4.11 2.28 -3.05
C 4.10 0.74 -3.04
C 5.24 0.25 -3.96
C 2.77 0.30 -3.66
Si 4.40 0.06 -1.28
Br 2.35 0.47 -0.18
C 5.61 1.05 -0.20
C 5.08 2.45 0.16
C 5.90 0.34 1.12
C 6.93 1.22 -0.97
C 4.56 -1.84 -1.17
C 6.03 -2.22 -1.46
C 3.68 -2.56 -2.20
C 4.18 -2.42 0.20
H 3.90 2.62 -4.07
H 5.07 2.69 -2.76
H 3.34 2.70 -2.40
H 5.11 0.69 -4.95
H 5.24 -0.83 -4.09
H 6.23 0.54 -3.60
H 2.69 0.76 -4.65
H 1.92 0.65 -3.08
H 2.68 -0.77 -3.80
H 4.19 2.40 0.79
H 4.85 3.07 -0.70
H 5.86 2.96 0.74
H 5.00 0.18 1.72
H 6.57 0.97 1.71
H 6.40 -0.62 0.99
H 6.82 1.85 -1.86
H 7.37 0.27 -1.29
H 7.66 1.71 -0.32
H 6.38 -1.85 -2.42
H 6.12 -3.31 -1.49
H 6.71 -1.86 -0.69
H 3.94 -2.32 -3.23
H 2.62 -2.34 -2.06
H 3.81 -3.64 -2.08
H 4.75 -1.99 1.03
H 4.38 -3.49 0.19
H 3.12 -2.28 0.43

13
Properties=species:S:1:pos:R:3 method="wB97M-V/def2-TZVPD" lumo_ha=0.03045 de_lowest_kcal_mol=140.2 homo_energy_ha=-0.3072 total_charge=0 max_force_ha_per_bohr=0.0127 gap_ha=0.3376 spin_multiplicity=1
C -2.30 0.26 -0.17
O -1.62 -0.19 1.01
C 0.00 0.01 0.91
N -0.65 0.91 1.52
N 2.50 0.92 -0.34
C 2.07 -0.29 -0.40
C 0.85 -0.77 0.23
H -3.05 -0.51 -0.38
H -2.75 1.22 0.04
H -1.58 0.34 -1.00
H 3.34 1.01 -0.90
H 2.59 -1.07 -0.97
H 0.61 -1.83 0.20

12
Properties=species:S:1:pos:R:3 method="wB97M-V/def2-TZVPD" lumo_ha=0.01850 de_lowest_kcal_mol=83.7 homo_energy_ha=-0.3051 total_charge=0 max_force_ha_per_bohr=0.0823 gap_ha=0.3236 spin_multiplicity=1
C 1.46 1.63 0.00
C 1.71 0.37 0.17
C -1.99 -0.53 -0.15
N -2.22 -0.36 -1.36
Si 0.38 -0.98 0.67
H 2.32 2.23 -0.46
H 0.54 2.08 0.26
H 2.66 0.04 -0.43
H -2.74 -0.56 0.63
H -3.16 -0.61 -1.65
H 0.14 -1.01 2.14
H 0.89 -2.30 0.19

14
Properties=species:S:1:pos:R:3 method="wB97M-V/def2-TZVPD" lumo_ha=0.01671 de_lowest_kcal_mol=168.5 homo_energy_ha=-0.3541 total_charge=0 max_force_ha_per_bohr=0.1717 gap_ha=0.3708 spin_multiplicity=1
C 1.28 1.81 -1.25
C -0.14 -0.88 0.29
C -1.45 -1.37 0.58
C -0.95 -0.02 1.12
H 2.61 1.74 -1.02
H 2.09 -0.27 -0.82
H 0.66 -1.54 0.46
H -1.50 -2.12 1.41
H -2.22 -1.28 -0.28
H -1.03 0.92 0.58
H -0.73 0.12 2.21
N 1.03 0.38 -0.81
O 0.42 2.79 -1.54
O -0.07 -0.29 -0.92

17
Properties=species:S:1:pos:R:3 method="wB97M-V/def2-TZVPD" lumo_ha=0.02832 de_lowest_kcal_mol=40.3 homo_energy_ha=-0.3035 total_charge=0 max_force_ha_per_bohr=0.0632 gap_ha=0.3318 spin_multiplicity=1
C 2.35 -0.12 1.61
C 1.27 -0.26 0.74
C 1.19 -1.22 -0.44
C 0.10 0.71 0.89
C -1.01 0.96 0.20
N -1.50 0.24 -0.86
C -2.70 0.45 -1.52
O -3.12 -0.27 -2.38
H 2.12 0.43 2.51
H 3.36 -0.58 1.41
H 0.75 -0.66 -1.27
H 2.18 -1.55 -0.80
H 0.46 -1.98 -0.20
H 0.30 1.36 1.81
H -1.71 1.62 0.69
H -0.82 -0.52 -1.10
H -3.23 1.39 -1.27

52
Properties=species:S:1:pos:R:3 method="wB97M-V/def2-TZVPD" lumo_ha=0.00943 de_lowest_kcal_mol=17.3 homo_energy_ha=-0.3239 total_charge=0 max_force_ha_per_bohr=0.0243 gap_ha=0.3333 smiles="O=C(NC1CCCC1)[C@H](c1ccncc1)N(C(=O)c1ccco1)c1ccc(Cl)cc1" spin_multiplicity=1
O -0.46 -3.02 -0.44
C -0.37 -2.16 0.41
N 0.68 -2.04 1.24
C 1.86 -2.87 1.14
C 2.62 -2.85 2.47
C 3.49 -1.60 2.36
C 4.00 -1.65 0.92
C 2.87 -2.31 0.11
C -1.46 -1.09 0.67
C -2.62 -1.21 -0.28
C -3.08 -0.14 -1.04
C -4.17 -0.34 -1.88
N -4.78 -1.50 -2.02
C -4.34 -2.52 -1.30
C -3.28 -2.43 -0.41
N -0.87 0.24 0.69
C -1.37 1.13 1.62
O -2.01 0.75 2.59
C -1.13 2.55 1.36
C -1.24 3.61 2.23
C -1.02 4.77 1.47
C -0.80 4.34 0.19
O -0.86 3.01 0.12
C 0.21 0.53 -0.16
C 0.23 0.07 -1.48
C 1.33 0.32 -2.28
C 2.41 1.03 -1.77
Cl 3.78 1.34 -2.78
C 2.40 1.48 -0.46
C 1.31 1.21 0.34
H 0.71 -1.27 1.89
H 1.51 -3.86 0.86
H 1.94 -2.83 3.33
H 3.24 -3.74 2.55
H 4.30 -1.60 3.09
H 2.89 -0.70 2.52
H 4.90 -2.26 0.87
H 4.24 -0.66 0.54
H 2.37 -1.60 -0.54
H 3.25 -3.12 -0.51
H -1.85 -1.27 1.69
H -2.62 0.83 -0.97
H -4.56 0.47 -2.48
H -4.87 -3.45 -1.44
H -2.96 -3.29 0.15
H -1.46 3.54 3.28
H -1.02 5.78 1.82
H -0.59 4.88 -0.71
H -0.60 -0.49 -1.87
H 1.34 -0.03 -3.30
H 3.25 2.01 -0.07
H 1.32 1.54 1.37

10
Properties=species:S:1:pos:R:3 method="wB97M-V/def2-TZVPD" lumo_ha=-0.66709 de_lowest_kcal_mol=348.2 homo_energy_ha=-0.8568 total_charge=+3 max_force_ha_per_bohr=0.0876 gap_ha=0.1897 spin_multiplicity=1
In 5.92 2.20 5.29
C 5.98 4.91 4.54
C 3.88 1.71 3.09
O 6.05 4.83 3.08
H 5.59 5.69 2.55
H 4.12 3.25 1.86
H 4.06 3.32 4.67
H 5.32 2.61 2.29
H 2.68 3.58 3.71
H 6.20 3.84 2.98

58
Properties=species:S:1:pos:R:3 method="wB97M-V/def2-TZVPD" lumo_ha=0.02267 de_lowest_kcal_mol=0.0 homo_energy_ha=-0.3272 total_charge=0 max_force_ha_per_bohr=0.0124 gap_ha=0.3499 smiles="CCCCNC(=O)N(O)[C@H]1N(CCCC)C(=O)N(CC(=O)OC)C1(C)C" spin_multiplicity=1
C 2.44 -4.65 1.28
C 1.34 -3.71 1.75
C -0.04 -4.34 1.61
C -1.15 -3.40 2.07
N -1.24 -2.21 1.26
C -0.83 -1.00 1.70
O -0.50 -0.76 2.85
N -0.91 0.01 0.76
O -1.07 -0.37 -0.58
C -0.21 1.26 1.00
N 0.87 1.48 0.07
C 2.11 0.73 0.08
C 2.10 -0.47 -0.87
C 3.37 -1.31 -0.77
C 4.61 -0.58 -1.29
C 0.44 2.21 -1.00
O 1.03 2.42 -2.04
N -0.80 2.72 -0.67
C -1.57 3.45 -1.62
C -2.62 2.57 -2.28
O -2.77 1.39 -2.05
O -3.35 3.24 -3.16
C -4.34 2.50 -3.87
C -1.12 2.49 0.73
C -2.59 2.21 1.00
C -0.64 3.67 1.57
H 3.42 -4.18 1.39
H 2.31 -4.90 0.23
H 2.43 -5.57 1.85
H 1.38 -2.79 1.17
H 1.51 -3.45 2.80
H -0.21 -4.61 0.56
H -0.09 -5.26 2.20
H -0.97 -3.06 3.09
H -2.12 -3.92 2.04
H -1.39 -2.31 0.27
H -1.72 0.23 -1.00
H 0.13 1.21 2.04
H 2.29 0.41 1.10
H 2.90 1.43 -0.23
H 1.97 -0.10 -1.89
H 1.24 -1.10 -0.64
H 3.53 -1.60 0.27
H 3.23 -2.22 -1.35
H 4.44 -0.22 -2.30
H 5.46 -1.25 -1.31
H 4.86 0.27 -0.66
H -2.06 4.32 -1.17
H -0.89 3.80 -2.41
H -4.81 3.20 -4.56
H -3.88 1.68 -4.41
H -5.08 2.10 -3.17
H -3.17 3.13 0.91
H -3.00 1.48 0.32
H -2.69 1.83 2.02
H -1.17 4.58 1.29
H -0.82 3.48 2.62
H 0.43 3.83 1.42

13
Properties=species:S:1:pos:R:3 method="wB97M-V/def2-TZVPD" lumo_ha=0.03030 de_lowest_kcal_mol=23.6 homo_energy_ha=-0.3960 total_charge=0 max_force_ha_per_bohr=0.0216 gap_ha=0.4263 smiles=N#CCCCO spin_multiplicity=1
N 1.09 -1.86 1.71
C 1.20 -1.06 0.88
C 1.28 -0.02 -0.16
C -0.01 0.06 -0.99
C -1.24 0.16 -0.11
O -1.03 1.20 0.84
H 1.43 0.93 0.36
H 2.15 -0.21 -0.79
H 0.07 0.94 -1.64
H -0.11 -0.81 -1.65
H -2.13 0.38 -0.72
H -1.40 -0.80 0.39
H -1.42 0.93 1.68

20
Properties=species:S:1:pos:R:3 method="wB97M-V/def2-TZVPD" lumo_ha="-0.35037 / -0.34934" de_lowest_kcal_mol=14.2 homo_energy_ha="-0.5972 / -0.6007" total_charge=+2 max_force_ha_per_bohr=0.1839 gap_ha="0.2469 / 0.2514" spin_multiplicity=2
O -2.57 2.86 -5.27
C -2.04 2.35 -4.39
Ce -0.34 0.66 -0.87
O 0.53 0.17 -4.42
C 0.07 0.22 -3.34
C 1.63 -0.52 -0.28
O 2.65 -1.06 -0.09
C -0.65 1.85 1.23
O -0.85 2.31 2.28
C 1.28 2.67 -1.12
O 1.98 3.60 -1.11
H -1.31 2.10 -1.56
N 0.51 -1.28 2.98
C -0.22 -1.93 2.06
N -0.13 -3.27 2.03
S -1.28 -1.15 0.92
H 0.84 -1.76 3.82
H 0.43 -0.28 3.01
H -0.61 -3.72 1.26
H 0.08 -3.80 2.87

13
Properties=species:S:1:pos:R:3 method="wB97M-V/def2-TZVPD" lumo_ha=0.03218 de_lowest_kcal_mol=21.7 homo_energy_ha=-0.3445 total_charge=0 max_force_ha_per_bohr=0.0077 gap_ha=0.3766 smiles="CN1CCC1=O" spin_multiplicity=1
C 0.10 -0.50 -1.78
N -0.04 -0.15 -0.39
C 0.44 0.97 0.41
C -0.20 0.28 1.64
C -0.62 -0.82 0.65
O -1.21 -1.87 0.70
H 1.11 -0.86 -2.01
H -0.61 -1.30 -2.00
H -0.12 0.36 -2.41
H 0.00 1.93 0.13
H 1.53 1.06 0.44
H 0.50 -0.06 2.41
H -1.03 0.81 2.10

13
Properties=species:S:1:pos:R:3 method="wB97M-V/def2-TZVPD" lumo_ha=-0.42594 de_lowest_kcal_mol=25.2 homo_energy_ha=-0.7455 total_charge=+2 max_force_ha_per_bohr=0.0839 gap_ha=0.3196 spin_multiplicity=1
C -0.47 -0.49 -0.09
C 0.19 1.83 0.66
C 0.38 -1.65 -0.10
N 0.12 0.63 0.20
N 0.03 -2.87 -0.38
N -0.02 2.97 0.05
H -1.54 -0.52 -0.08
H 0.60 2.01 1.71
H 1.41 -1.38 0.19
H -0.83 -3.28 -0.83
H 0.64 -3.65 -0.45
H -0.06 3.78 0.61
H -0.60 2.97 -0.73

40
Properties=species:S:1:pos:R:3 method="wB97M-V/def2-TZVPD" lumo_ha="-0.24254 / -0.24369" de_lowest_kcal_mol=0.0 homo_energy_ha="-0.4276 / -0.4263" total_charge=+1 max_force_ha_per_bohr=0.0103 gap_ha="0.1851 / 0.1826" spin_multiplicity=1
Ru -0.23 -0.90 0.11
Cl 2.15 -0.72 -0.03
C 2.68 -0.54 1.64
C 4.04 -0.44 1.87
C 4.45 -0.27 3.18
C 3.52 -0.21 4.21
C 2.17 -0.30 3.93
Cl 1.04 -0.22 5.23
C 1.71 -0.48 2.62
S -0.01 -0.64 2.29
H 4.75 -0.49 1.05
H 5.51 -0.19 3.40
H 3.84 -0.08 5.23
Te -0.81 0.83 -1.45
C -0.29 2.63 -0.57
C -0.68 3.78 -1.26
C -0.37 5.02 -0.72
C 0.32 5.10 0.48
C 0.71 3.95 1.16
C 0.40 2.71 0.64
H -1.21 3.72 -2.19
H -0.67 5.92 -1.24
H 0.56 6.07 0.90
H 1.24 4.03 2.10
H 0.68 1.81 1.17
O -4.68 -2.91 -2.21
C -3.38 -2.86 -2.46
C -2.94 -3.28 -3.73
C -1.61 -3.26 -4.05
C -0.65 -2.81 -3.13
C -1.10 -2.41 -1.89
C -2.45 -2.40 -1.52
C -2.92 -1.94 -0.19
O -4.10 -2.01 0.12
O -2.05 -1.42 0.64
H -4.82 -2.60 -1.28
H -3.69 -3.63 -4.43
H -1.28 -3.60 -5.03
H 0.40 -2.81 -3.37
H -0.22 -2.16 -1.24

56
Properties=species:S:1:pos:R:3 method="wB97M-V/def2-TZVPD" lumo_ha="-0.10453 / -0.20736" homo_energy_ha="-0.3614 / -0.3625" total_charge=+1 max_force_ha_per_bohr=0.0515 gap_ha="0.2569 / 0.1551" spin_multiplicity=3
Au -0.03 -0.13 0.03
C -3.79 5.03 3.02
C -2.81 4.26 2.21
C -1.49 4.69 2.06
C -0.60 3.95 1.32
C -0.97 2.74 0.67
N 0.00 2.06 0.00
C 0.92 2.72 -0.74
C 0.53 3.89 -1.44
C 1.39 4.60 -2.23
C 2.72 4.17 -2.39
C 3.68 4.89 -3.27
C 3.11 3.00 -1.75
C 2.26 2.27 -0.93
N 2.80 1.15 -0.29
C 4.12 0.92 -0.06
C 4.24 -0.33 0.50
C 2.93 -0.81 0.59
N 2.09 0.09 0.12
C -2.30 2.29 0.85
C -3.17 3.06 1.61
N -2.82 1.14 0.24
C -4.13 0.93 -0.05
C -4.25 -0.35 -0.54
C -2.96 -0.86 -0.53
N -2.12 0.04 -0.06
H -3.46 6.05 3.18
H -3.92 4.54 3.99
H -4.76 5.05 2.53
H -1.15 5.59 2.55
H 0.43 4.27 1.25
H -0.50 4.20 -1.36
H 1.05 5.48 -2.75
H 3.35 5.91 -3.45
H 3.75 4.37 -4.22
H 4.67 4.91 -2.82
H 4.11 2.65 -1.91
H 4.88 1.65 -0.26
H 5.14 -0.82 0.79
H 2.55 -1.75 0.94
H -4.18 2.71 1.76
H -4.88 1.68 0.07
H -5.15 -0.84 -0.86
H -2.59 -1.82 -0.84
F -0.04 -7.61 0.02
C -0.05 -6.28 0.01
C -0.05 -5.60 -1.21
F -0.07 -6.29 -2.35
C 0.00 -4.22 -1.22
F 0.00 -3.56 -2.39
C 0.13 -3.44 -0.03
O 0.49 -2.22 -0.06
C 0.01 -4.18 1.18
F 0.03 -3.50 2.34
C -0.05 -5.57 1.21
F -0.06 -6.23 2.36

23
Properties=species:S:1:pos:R:3 method="wB97M-V/def2-TZVPD" lumo_ha=-0.05013 homo_energy_ha=-0.2021 total_charge=0 max_force_ha_per_bohr=0.1096 gap_ha=0.1520 spin_multiplicity=1
Li 12.08 17.07 19.31
C 15.45 20.53 22.99
C 14.26 20.06 22.03
C 13.95 21.09 20.93
O 14.60 18.82 21.45
H 15.20 21.50 23.42
H 16.45 20.65 22.57
H 15.58 20.02 23.95
H 13.35 19.96 22.63
H 14.79 21.43 20.33
H 13.54 21.97 21.43
H 13.30 20.66 20.17
C 10.94 11.86 18.86
O 11.33 12.97 19.25
N 10.23 11.21 19.74
N 11.25 11.36 17.74
H 9.67 10.38 19.61
H 9.99 11.86 20.47
H 11.83 11.93 17.13
H 10.76 10.50 17.55
O 9.61 18.47 17.38
H 9.09 17.68 17.27
H 9.25 19.09 16.74

51
Properties=species:S:1:pos:R:3 method="wB97M-V/def2-TZVPD" lumo_ha=0.02135 homo_energy_ha=-0.1341 total_charge=-1 max_force_ha_per_bohr=0.0950 gap_ha=0.1555 spin_multiplicity=1
C 4.48 -1.11 3.14
C 5.36 -1.63 2.08
C 4.63 -2.27 0.81
O 4.28 -3.47 0.92
O 4.31 -1.58 -0.39
C 3.50 -0.40 -0.15
C 1.93 -0.64 -0.27
C 1.24 -1.18 1.11
C -0.35 -1.33 0.76
C -1.22 -0.27 1.59
C -2.40 0.43 0.73
Al -1.74 1.83 -0.61
C -0.82 1.09 -2.29
C -1.40 -0.31 -2.83
O -2.69 -0.69 -2.28
C -2.78 -2.11 -2.12
C -3.59 -2.76 -0.88
O -2.29 -2.93 -2.94
B -3.39 2.97 -1.22
O -4.67 2.28 -1.31
O -3.18 4.38 -1.49
P -0.36 3.36 0.57
N 1.36 2.92 0.41
O -0.79 3.24 2.27
H 4.18 -1.80 3.99
H 4.06 -0.05 3.06
H 6.48 -1.51 2.20
H 3.80 0.37 -0.96
H 3.70 0.11 0.86
H 1.64 -1.37 -1.12
H 1.46 0.40 -0.43
H 1.69 -2.16 1.48
H 1.34 -0.32 1.86
H -0.64 -2.41 1.06
H -0.50 -1.27 -0.38
H -1.77 -0.88 2.41
H -0.62 0.52 2.14
H -3.04 1.01 1.51
H -3.09 -0.37 0.30
H 0.31 0.96 -2.21
H -0.99 1.87 -3.12
H -0.58 -1.09 -2.73
H -1.57 -0.17 -3.97
H -4.50 -2.08 -0.72
H -3.88 -3.84 -1.11
H -2.94 -2.66 0.07
H -4.98 2.46 -2.23
H -2.39 4.43 -2.08
H 1.92 3.79 0.42
H 1.62 2.45 1.30
H -0.14 3.77 2.78

Going through the records in order, we get total energy values of -186338.3442 -9267.4227 -12588.0912 -9839.9742 -9903.8555 -47343.9460 -9333.9057 -34347.5664 -7798.6196 -43264.6533 -7798.7032 -7674.8963 -71803.9655 -54022.1651 -13683.3106 -46299.7097 eV.